[1]
An isolated ion of composition C3H3N4 and charge +1, computed with ωB97M-V/def2-TZVPD.

Results
E_LUMO (spin up / spin down): -7.0 / -7.0 eV
total charge: +1
Kohn-Sham gap (spin up / spin down): 0.2880 / 0.2879 hartree

Last columns: bonded neighbours and bond lengths (Å).
Atoms and positions in Å:
1 C 1.3658 1.5975 -0.0907  C3 1.466, N4 1.141
2 C 0.3086 -0.6352 -0.1917  C3 1.546, N7 1.273
3 C 1.5369 0.2236 -0.5726  C1 1.466, C2 1.546, N6 1.392, H8 1.065
4 N 1.1422 2.6554 0.2735  C1 1.141
5 N 2.2129 -1.7116 0.4600  N6 1.127
6 N 2.4032 -0.6915 0.0192  C3 1.392, N5 1.127
7 N -0.6767 -0.3517 0.5623  C2 1.273, H9 0.990, H10 1.000
8 H 1.8003 0.1427 -1.6013  C3 1.065
9 H -0.8221 0.5259 0.9962  N7 0.990
10 H -1.4052 -0.9908 0.8081  N7 1.000

[2]
A single C21H13ClFN3O molecule, computed with ωB97M-V/def2-TZVPD.

Results
E_LUMO: -0.8 eV
SMILES: O=C(Nc1ccc(F)cc1)c1cc(-c2ccncc2)nc2c(Cl)cccc12
Kohn-Sham gap: 0.2964 hartree

Last columns: bonded neighbours and bond lengths (Å).
Atoms and positions in Å:
1 O -1.8925 -1.6019 -1.4195  C2 1.211
2 C -1.4830 -0.7975 -0.6121  O1 1.211, N3 1.365, C11 1.500
3 N -2.2699 0.0289 0.1376  C2 1.365, C4 1.399, H28 1.011
4 C -3.6637 0.1452 0.1448  N3 1.399, C5 1.395, C10 1.393
5 C -4.2347 1.0220 1.0670  C4 1.395, C6 1.381, H29 1.081
6 C -5.6038 1.1905 1.1225  C5 1.381, C7 1.384, H30 1.078
7 C -6.3985 0.4729 0.2463  C6 1.384, F8 1.349, C9 1.383
8 F -7.7371 0.6333 0.2960  C7 1.349
9 C -5.8548 -0.4016 -0.6764  C7 1.383, C10 1.382, H31 1.078
10 C -4.4834 -0.5660 -0.7281  C4 1.393, C9 1.382, H32 1.077
11 C -0.0233 -0.5901 -0.3354  C2 1.500, C12 1.374, C27 1.420
12 C 0.5017 0.6794 -0.3379  C11 1.374, C13 1.414, H33 1.080
13 C 1.8870 0.8646 -0.1254  C12 1.414, C14 1.470, N20 1.312
14 C 2.5025 2.1991 -0.1248  C13 1.470, C15 1.395, C19 1.394
15 C 3.8704 2.3222 -0.3722  C14 1.395, C16 1.384, H34 1.078
16 C 4.4373 3.5844 -0.3680  C15 1.384, N17 1.323, H35 1.082
17 N 3.7505 4.6916 -0.1384  C16 1.323, C18 1.321
18 C 2.4575 4.5771 0.1065  N17 1.321, C19 1.386, H36 1.082
19 C 1.7836 3.3666 0.1271  C14 1.394, C18 1.386, H37 1.079
20 N 2.6969 -0.1482 0.0716  C13 1.312, C21 1.337
21 C 2.2179 -1.3969 0.0776  N20 1.337, C22 1.418, C27 1.426
22 C 3.1174 -2.4718 0.2916  C21 1.418, Cl23 1.717, C24 1.369
23 Cl 4.7774 -2.1096 0.5377  C22 1.717
24 C 2.6747 -3.7677 0.3031  C22 1.369, C25 1.402, H38 1.079
25 C 1.3156 -4.0456 0.1024  C24 1.402, C26 1.369, H39 1.079
26 C 0.4116 -3.0391 -0.1041  C25 1.369, C27 1.407, H40 1.078
27 C 0.8393 -1.6987 -0.1263  C11 1.420, C21 1.426, C26 1.407
28 H -1.7975 0.6167 0.8115  N3 1.011
29 H -3.6014 1.5755 1.7459  C5 1.081
30 H -6.0562 1.8656 1.8312  C6 1.078
31 H -6.5020 -0.9452 -1.3457  C9 1.078
32 H -4.0448 -1.2436 -1.4407  C10 1.077
33 H -0.1271 1.5310 -0.5513  C12 1.080
34 H 4.4567 1.4380 -0.5609  C15 1.078
35 H 5.4936 3.7225 -0.5575  C16 1.082
36 H 1.9346 5.5054 0.2972  C18 1.082
37 H 0.7289 3.3448 0.3543  C19 1.079
38 H 3.3737 -4.5730 0.4655  C24 1.079
39 H 0.9870 -5.0734 0.1126  C25 1.079
40 H -0.6301 -3.2613 -0.2714  C26 1.078

Asked for max |F| across the records above, the calculation gives 4.04 0.72 eV/A in order.
Asked for molecular weight across the records above, the calculation gives 95.1 377.8 u in order.